(1)
9
Properties=species:S:1:pos:R:3:forces:R:3:nbo_charge:R:1 method="wB97M-V/def2-TZVPD" homo_energy_ev=-24.93 energy_ev=-87456.368 lumo_energy_ev=-20.2920 homo_lumo_gap_ev=4.64 total_charge=+3 largest_force_ev_per_a=5.21
N 1.4571 -0.3160 0.2645 0.0 1.4 -1.4 -0.66
P -0.3137 -0.2912 0.0550 0.7 -4.3 2.9 0.68
Br -2.6164 -0.1708 -0.0966 -0.1 1.4 -0.9 0.24
H 1.9326 0.5236 -0.1335 0.6 -0.7 0.4 0.45
H 1.8955 -1.2140 -0.0388 0.1 0.4 -0.2 0.48
H -0.3369 1.1704 0.0663 1.6 -0.2 0.2 -0.28
H -0.4181 -1.0570 1.2973 -0.4 0.7 -0.9 0.19
H -0.2839 -1.0619 -1.1645 -0.2 -0.2 0.1 0.25
Al -1.3164 2.4170 -0.2497 -2.4 1.7 -0.2 1.65

(2)
8
Properties=species:S:1:pos:R:3:forces:R:3:nbo_charge:R:1 method="wB97M-V/def2-TZVPD" homo_energy_ev=-3.45 energy_ev=-26134.046 lumo_energy_ev=-0.1614 homo_lumo_gap_ev=3.29 total_charge=-1 largest_force_ev_per_a=3.91
Al -1.2064 -0.5051 -3.1079 0.8 0.2 0.6 0.86
O 3.1360 0.4222 -2.4165 0.0 0.0 -0.4 -1.25
H 3.9659 0.6012 -2.9001 -0.6 -0.1 0.1 0.39
P -1.2781 -0.0765 1.7971 -2.8 -0.2 1.8 2.36
O -2.8101 -0.4290 1.5192 3.4 1.2 1.5 -1.04
O -0.4503 -1.1013 1.0545 1.4 -0.9 -1.6 -0.68
O -0.5457 0.0188 3.1718 -2.2 -0.1 -1.5 -0.92
O -0.8114 1.0697 0.8819 0.1 -0.2 -0.5 -0.72